1.
Density functional theory data (wB97M-V/def2-TZVPD) for a structure of composition C45H56AsN4PdS2 in a non-equilibrium geometry.

Calculated values
**Total energy**: -139517.6705 eV
**Multiplicity**: 3
**HOMO level (spin up / spin down)**: -0.3663 / -0.3804 hartree
**Charge**: +1
**ΔE to the lowest compared entry with this formula, charge and spin**: 1.037 eV
**Molar mass**: 898.4 g/mol

Last column: Mulliken spin population.
Positions of all 109 atoms, in Å:
Pd 13.012 12.895 9.364  0.9007
C 14.752 13.605 16.715  0.0000
C 13.311 13.595 16.157  -0.0015
C 12.529 12.417 16.774  0.0001
C 12.531 14.866 16.537  0.0000
C 13.378 13.454 14.604  -0.0008
C 13.487 12.261 13.961  0.0090
C 13.574 12.200 12.590  -0.0138
N 13.540 13.283 11.811  0.0459
C 13.301 14.478 12.400  -0.0147
C 13.300 14.570 13.784  -0.0018
C 13.038 15.603 11.515  0.0188
C 13.418 16.891 11.845  0.0019
C 13.075 17.998 11.054  -0.0016
C 12.346 17.669 9.856  0.0083
C 12.195 16.329 9.555  -0.0070
N 12.472 15.350 10.363  0.0081
C 13.224 19.433 11.495  -0.0002
C 11.811 19.980 11.598  -0.0001
C 14.025 20.307 10.554  -0.0002
C 13.772 19.538 12.935  -0.0001
H 14.753 13.615 17.835  0.0000
H 15.255 14.481 16.354  0.0000
H 15.232 12.611 16.435  0.0000
H 12.486 12.557 17.868  0.0000
H 12.975 11.405 16.577  -0.0001
H 11.496 12.424 16.415  0.0000
H 12.535 15.032 17.626  0.0000
H 11.530 14.806 16.087  -0.0001
H 13.004 15.825 16.210  0.0001
H 13.508 11.327 14.581  0.0015
H 13.723 11.231 12.132  -0.0015
H 13.165 15.544 14.269  0.0006
H 14.000 17.107 12.734  0.0002
H 12.005 18.450 9.198  0.0003
H 11.715 16.043 8.638  -0.0021
H 11.358 20.153 10.589  0.0000
H 11.826 20.977 12.126  0.0000
H 11.146 19.354 12.228  0.0000
H 13.574 20.231 9.592  0.0000
H 15.072 20.022 10.474  0.0000
H 13.969 21.359 10.873  0.0000
H 13.060 19.184 13.651  0.0000
H 13.954 20.572 13.170  0.0000
H 14.744 18.973 13.077  0.0000
S 15.212 13.434 8.574  0.0184
C 15.449 12.317 7.329  0.0136
N 16.631 11.819 6.966  0.0026
C 16.610 10.859 5.882  0.0004
C 15.197 10.270 5.858  0.0031
S 14.141 11.671 6.365  0.0118
H 17.503 12.098 7.447  0.0010
H 17.324 10.084 6.072  0.0003
H 16.939 11.363 4.945  0.0002
H 15.021 9.423 6.535  -0.0001
H 14.898 10.036 4.857  0.0004
C 7.827 17.418 6.748  0.0013
C 8.528 16.471 7.692  0.0027
C 8.369 16.487 9.061  0.0022
C 8.839 15.527 9.932  -0.0096
C 8.506 15.659 11.405  0.0074
C 9.521 14.432 9.411  0.0840
As 9.977 13.139 10.857  -0.0424
N 11.294 11.995 10.016  0.4989
C 11.315 10.641 9.856  0.0413
C 12.472 9.916 9.494  0.1464
C 12.418 8.557 9.341  -0.0716
C 11.189 7.840 9.385  0.1948
C 10.017 8.537 9.617  -0.1034
C 10.138 9.873 9.904  0.1294
C 8.355 12.063 11.204  0.0363
C 7.187 11.962 10.407  -0.0167
C 7.181 12.389 8.973  0.0053
C 6.137 11.218 10.892  0.0008
C 6.170 10.577 12.136  -0.0007
C 5.043 9.722 12.575  -0.0002
C 7.278 10.825 12.930  -0.0033
C 8.360 11.561 12.503  -0.0300
C 9.444 11.765 13.545  0.0251
C 9.692 14.353 8.047  -0.0225
C 10.391 13.156 7.375  0.0516
C 9.256 15.386 7.176  -0.0062
H 8.224 17.387 5.721  -0.0001
H 7.928 18.416 7.115  0.0000
H 6.734 17.266 6.636  -0.0001
H 7.738 17.192 9.518  -0.0015
H 7.874 16.509 11.689  -0.0002
H 9.446 15.858 11.930  -0.0022
H 8.105 14.745 11.858  -0.0002
H 13.372 10.472 9.333  -0.0005
H 13.348 8.029 9.070  -0.0012
H 11.082 6.772 9.326  0.0098
H 9.065 7.991 9.627  -0.0003
H 9.218 10.366 10.099  0.0745
H 8.069 12.024 8.456  0.0005
H 7.091 13.497 8.793  -0.0013
H 6.332 11.936 8.474  0.0010
H 5.278 11.074 10.254  0.0001
H 5.393 8.715 12.672  0.0000
H 4.144 9.757 11.968  -0.0002
H 4.758 10.009 13.564  0.0000
H 7.247 10.368 13.920  -0.0003
H 9.125 11.294 14.470  0.0010
H 9.582 12.808 13.821  -0.0016
H 10.410 11.314 13.263  -0.0019
H 11.436 13.410 7.123  -0.0002
H 9.890 12.904 6.411  0.0005
H 10.373 12.281 8.043  0.0021
H 9.436 15.258 6.110  -0.0002


2.
Density functional theory data (wB97M-V/def2-TZVPD) for a structure of composition C45H56GaN6 in a non-equilibrium geometry.

Calculated values
**Total energy**: -108887.7363 eV
**HOMO level**: -0.3189 hartree
**Charge**: +1
**Molar mass**: 750.7 g/mol

Last column: Löwdin charge in e.
Positions of all 108 atoms, in Å:
Ga 0.133 -0.416 -0.209  0.6667
C 1.208 -1.320 -3.351  -0.1525
C 2.385 -0.382 -3.586  -0.1014
C 2.160 1.036 -3.148  -0.2734
C 2.742 2.083 -3.855  -0.0104
C 2.487 3.383 -3.462  -0.0419
C 1.645 3.593 -2.384  -0.0315
C 1.109 2.492 -1.741  -0.1131
N 1.364 1.231 -2.097  0.1149
N 0.990 -1.817 -1.968  -0.1436
C 2.283 -2.254 -1.425  -0.1353
C 2.126 -2.841 -0.065  -0.2703
C 2.944 -3.848 0.421  0.0031
C 2.744 -4.288 1.719  -0.0186
C 1.716 -3.732 2.463  -0.0108
C 0.941 -2.743 1.886  -0.0757
N 1.149 -2.298 0.650  0.0893
C 0.065 -2.971 -2.031  -0.0894
C -1.266 -2.811 -1.340  -0.2433
C -2.281 -3.715 -1.623  -0.0089
C -3.488 -3.591 -0.967  -0.0228
C -3.649 -2.565 -0.046  -0.0110
C -2.599 -1.700 0.174  -0.0686
N -1.429 -1.827 -0.461  0.0843
H 1.363 -2.198 -3.996  0.1353
H 0.292 -0.843 -3.678  0.0884
H 2.565 -0.389 -4.666  0.1317
H 3.308 -0.766 -3.150  0.1125
H 3.367 1.875 -4.709  0.1177
H 2.921 4.213 -3.998  0.1150
H 1.402 4.587 -2.044  0.1136
H 0.448 2.615 -0.898  0.0695
H 2.933 -1.385 -1.346  0.0867
H 2.773 -2.975 -2.095  0.1552
H 3.718 -4.268 -0.202  0.1253
H 3.371 -5.062 2.136  0.1203
H 1.519 -4.047 3.475  0.1194
H 0.121 -2.284 2.415  0.1031
H 0.554 -3.851 -1.604  0.1439
H -0.144 -3.220 -3.076  0.1322
H -2.119 -4.492 -2.355  0.1301
H -4.295 -4.278 -1.174  0.1223
H -4.576 -2.428 0.488  0.1180
H -2.662 -0.880 0.871  0.1028
C 4.789 -0.500 0.135  -0.0695
C 3.594 0.309 0.634  -0.3795
C 3.952 1.795 0.629  -0.0340
C 3.105 -0.083 2.006  -0.1440
C 4.021 -0.566 2.933  -0.0322
C 3.657 -0.804 4.243  -0.0670
C 2.364 -0.536 4.639  -0.0418
C 1.399 -0.081 3.746  -0.1309
C 0.048 0.224 4.388  -0.3518
C -0.096 1.714 4.715  -0.0470
C -1.223 -0.287 3.720  -0.0598
C 1.771 0.114 2.396  -0.1835
N 0.748 0.448 1.457  -0.0199
C 0.342 1.772 1.437  -0.1974
C -0.711 2.065 0.651  -0.2519
N -1.279 1.016 -0.059  -0.0238
C -2.496 1.369 -0.728  -0.1536
C -3.516 1.950 0.070  -0.1323
C -4.671 2.427 -0.533  -0.0372
C -4.885 2.293 -1.890  -0.0625
C -3.933 1.646 -2.644  -0.0398
C -2.745 1.171 -2.090  -0.1424
C -1.827 0.418 -3.010  -0.3839
C -2.524 -0.853 -3.516  -0.0374
C -1.348 1.276 -4.181  -0.0426
C -3.461 2.020 1.589  -0.3844
C -4.581 1.178 2.205  -0.0526
C -3.536 3.454 2.115  -0.0501
H 4.950 -0.307 -0.926  0.0802
H 4.655 -1.571 0.281  0.0703
H 5.707 -0.213 0.644  0.0844
H 2.767 0.172 -0.079  0.0774
H 4.730 1.989 1.365  0.0924
H 3.093 2.412 0.879  0.0703
H 4.322 2.100 -0.347  0.0807
H 5.044 -0.732 2.634  0.1071
H 4.381 -1.172 4.952  0.1057
H 2.082 -0.693 5.671  0.1145
H 0.097 -0.289 5.356  0.1234
H -0.306 2.294 3.824  0.0562
H 0.809 2.106 5.177  0.0870
H -0.922 1.860 5.406  0.0814
H -1.339 0.102 2.713  0.0421
H -2.078 0.034 4.312  0.0836
H -1.266 -1.375 3.688  0.0693
H 0.904 2.534 1.958  0.1268
H -1.060 3.078 0.509  0.1279
H -5.432 2.886 0.080  0.1112
H -5.786 2.670 -2.347  0.1062
H -4.108 1.508 -3.699  0.1087
H -0.938 0.123 -2.434  0.0618
H -3.319 -0.602 -4.214  0.0875
H -2.977 -1.412 -2.693  0.0672
H -1.837 -1.512 -4.046  0.0759
H -2.178 1.537 -4.835  0.0823
H -0.618 0.739 -4.786  0.0741
H -0.891 2.200 -3.838  0.0811
H -2.507 1.606 1.927  0.0864
H -5.559 1.601 1.987  0.0789
H -4.472 1.134 3.287  0.0774
H -4.578 0.160 1.821  0.0646
H -4.448 3.951 1.792  0.0763
H -2.694 4.048 1.768  0.0720
H -3.525 3.459 3.203  0.0818


Number 1 is which compound?
C45H56AsN4PdS2


Among the records above, which one has the highest molar mass?
C45H56AsN4PdS2


What is the total energy in the first record?
-139517.6705 eV